ORCA calculation (ωB97M-V/def2-TZVPD) on a molecular structure, C12H11AuNO3S2.

Properties
- electronic energy (eV) = -45620.7594
- largest force on an atom (eV/Å) = 0.78
- LUMO energy (eV) = 2.99

Structure (ORCA input):
```
! RIJCOSX wB97M-V def2-TZVPD def2/J DEFGRID3
* xyz -1 1
Au 0.6415 0.9599 1.5108
S -0.7250 2.6995 -0.2386
S 1.4941 -1.1895 1.4077
O -1.4416 3.8600 -0.7143
O 0.4174 2.3014 -1.0367
O -0.3906 2.8266 1.2233
N 3.4699 0.5269 0.8869
C -1.8726 1.3169 -0.2620
C -3.0491 1.4078 0.4634
C -2.3300 -0.9851 -0.7426
C 5.3017 0.1203 -0.5937
C 3.7164 -1.6160 -0.1472
C 3.0106 -0.7178 0.6708
C -3.8551 0.2887 0.5983
C 4.8518 -1.1789 -0.7967
C -1.5253 0.1336 -0.8902
C -4.3107 -2.1650 0.2720
C -3.4861 -0.9272 0.0287
C 4.5822 0.9201 0.2768
H 6.1676 0.5045 -1.1159
H -4.7751 0.3457 1.1700
H -3.6910 -3.0567 0.1829
H -2.0387 -1.9207 -1.2052
H 4.9028 1.9331 0.4992
H -3.2975 2.3519 0.9318
H -4.7453 -2.1425 1.2715
H -5.1286 -2.2448 -0.4487
H -0.6060 0.1015 -1.4594
H 3.3243 -2.6155 -0.2731
H 5.3880 -1.8384 -1.4696
*
```